(1)
Entry from the Open Molecules 2025 dataset: 12 unconnected molecules or ions with the total composition C26H74O13S12 at a distorted geometry (ωB97M-V/def2-TZVPD).

Properties
multiplicity: 1
HOMO-LUMO gap: 8.48 eV

CARTESIAN COORDINATES (ANGSTROEM)
C 11.82 20.88 16.35
S 13.08 19.48 16.18
O 12.69 18.67 15.02
C 14.41 20.60 15.55
H 12.24 21.72 16.89
H 10.93 20.45 16.79
H 11.59 21.07 15.28
H 14.86 21.05 16.43
H 13.93 21.32 14.88
H 15.09 20.01 14.94
C 16.97 13.20 12.85
S 17.17 12.56 11.11
O 18.51 13.13 10.67
C 15.88 13.54 10.32
H 17.49 12.64 13.61
H 15.91 13.06 13.09
H 17.35 14.23 12.80
H 15.99 13.41 9.23
H 16.05 14.54 10.64
H 14.91 13.19 10.62
C 15.43 16.50 7.93
S 13.76 16.09 8.58
O 13.82 16.42 10.08
C 12.70 17.45 7.90
H 15.43 16.26 6.86
H 16.13 15.85 8.47
H 15.61 17.56 8.08
H 12.61 17.30 6.79
H 13.14 18.44 8.19
H 11.72 17.29 8.37
C 15.62 16.17 17.41
S 16.81 15.67 16.03
O 17.55 16.92 15.76
C 17.88 14.63 17.06
H 14.86 16.77 16.88
H 16.28 16.76 18.06
H 15.11 15.36 17.95
H 17.34 13.71 17.27
H 18.12 15.24 17.95
H 18.73 14.39 16.38
C 10.37 13.40 16.20
S 8.80 13.85 16.92
O 7.92 12.59 16.82
C 9.28 13.96 18.68
H 10.74 12.49 16.73
H 11.10 14.23 16.19
H 10.15 13.17 15.16
H 10.03 14.75 18.75
H 9.76 13.04 19.06
H 8.35 14.24 19.16
C 16.91 18.34 10.79
S 16.75 18.55 12.65
O 16.04 19.87 12.78
C 15.55 17.23 12.95
H 15.90 18.49 10.41
H 17.23 17.35 10.53
H 17.58 19.16 10.50
H 14.69 17.72 13.42
H 15.98 16.48 13.64
H 15.25 16.81 11.97
C 12.66 15.66 13.92
S 13.16 14.37 12.73
O 13.08 13.07 13.49
C 11.68 14.31 11.65
H 12.42 16.63 13.48
H 13.41 15.84 14.71
H 11.79 15.16 14.40
H 10.80 14.08 12.26
H 11.86 13.58 10.89
H 11.58 15.27 11.11
C 9.25 17.14 14.77
S 8.28 17.19 13.22
O 9.28 17.14 12.10
C 7.68 15.43 13.24
H 9.71 18.13 14.94
H 10.07 16.46 14.46
H 8.72 16.76 15.64
H 7.20 15.26 12.25
H 6.93 15.20 14.01
H 8.49 14.76 13.29
C 9.71 20.46 11.46
S 11.44 21.12 11.77
O 11.33 21.66 13.18
C 12.25 19.46 11.85
H 9.59 19.90 10.50
H 9.02 21.30 11.37
H 9.55 19.84 12.32
H 12.37 19.10 10.81
H 11.57 18.76 12.33
H 13.19 19.60 12.39
C 13.71 8.15 9.37
S 12.85 8.95 10.87
O 11.50 9.38 10.32
C 13.93 10.45 10.93
H 13.68 8.83 8.50
H 13.20 7.20 9.22
H 14.69 7.87 9.67
H 13.82 10.94 9.95
H 14.98 10.19 11.12
H 13.62 11.10 11.76
C 10.63 10.65 13.47
S 8.85 11.21 13.37
O 8.88 12.68 13.45
C 8.69 10.77 11.61
H 11.11 11.28 14.23
H 11.03 10.91 12.48
H 10.71 9.55 13.53
H 8.71 9.71 11.41
H 9.53 11.26 11.15
H 7.73 11.22 11.39
C 14.34 9.14 17.14
C 13.28 9.98 16.29
C 14.17 10.87 15.46
S 15.55 11.34 16.48
O 15.25 12.66 17.07
O 16.80 11.12 15.80
C 15.30 10.11 17.74
H 14.93 8.59 16.40
H 13.77 8.61 17.90
H 12.77 10.59 17.03
H 12.63 9.33 15.68
H 13.75 11.82 15.11
H 14.65 10.32 14.62
H 14.89 10.55 18.65
H 16.26 9.62 17.92

(2)
Entry from the Open Molecules 2025 dataset: 11 unconnected molecules or ions with the total composition C26H74O18 at a distorted geometry (ωB97M-V/def2-TZVPD).

Properties
SMILES: CC(C)O.CC(C)O.CC(C)O.CC(C)O.OCCO.OCCO.OCCO.OCCO.OCCO.OCCO.OCCO
multiplicity: 1
ΔE to the lowest compared entry with this formula, charge and spin: 358.9 kJ/mol
HOMO-LUMO gap: 9.49 eV

CARTESIAN COORDINATES (ANGSTROEM)
C -0.61 -0.02 -0.57
C 0.11 0.92 0.41
C 1.41 0.45 1.04
O 0.34 2.19 -0.07
H -1.13 -0.84 -0.08
H 0.09 -0.45 -1.28
H -1.40 0.51 -1.11
H -0.57 1.02 1.26
H 1.12 -0.54 1.42
H 1.64 1.06 1.91
H 2.22 0.38 0.32
H 0.70 1.98 -0.94
C 4.39 -3.83 2.98
C 4.91 -2.60 2.36
C 5.65 -2.90 0.98
O 3.79 -1.75 2.13
H 4.09 -3.45 3.96
H 5.15 -4.61 3.00
H 3.46 -4.12 2.48
H 5.64 -2.01 2.92
H 5.02 -3.36 0.21
H 6.44 -3.61 1.21
H 6.23 -2.05 0.63
H 3.43 -1.45 2.97
C -2.42 -3.91 -1.00
C -2.00 -4.27 0.46
C -1.08 -5.53 0.38
O -1.31 -3.31 1.23
H -3.05 -4.63 -1.51
H -1.62 -3.72 -1.72
H -3.01 -2.99 -0.99
H -2.91 -4.63 0.94
H -1.58 -6.35 -0.13
H -0.90 -5.95 1.37
H -0.13 -5.37 -0.12
H -1.13 -3.52 2.15
C -2.80 -1.20 -3.68
C -3.13 -2.38 -4.56
C -4.47 -3.01 -4.26
O -3.17 -1.90 -5.83
H -3.59 -0.48 -3.86
H -1.93 -0.64 -4.04
H -2.62 -1.36 -2.61
H -2.37 -3.16 -4.52
H -4.77 -3.66 -5.09
H -5.35 -2.37 -4.22
H -4.55 -3.59 -3.34
H -3.24 -2.70 -6.35
O 2.77 -2.27 -0.46
C 1.93 -3.41 -0.52
C 1.66 -3.86 -1.97
O 1.56 -2.72 -2.85
H 2.94 -2.09 0.46
H 2.29 -4.25 0.07
H 0.97 -3.06 -0.14
H 0.81 -4.54 -1.99
H 2.52 -4.40 -2.36
H 2.01 -2.08 -2.29
O -5.54 1.22 2.38
C -4.35 0.71 1.81
C -3.88 -0.66 2.28
O -3.62 -0.72 3.67
H -5.40 2.15 2.58
H -4.42 0.58 0.73
H -3.60 1.50 1.95
H -2.97 -0.97 1.76
H -4.56 -1.44 1.94
H -3.55 -1.63 3.97
O 3.25 -0.84 4.74
C 2.00 -1.48 5.05
C 0.87 -0.37 4.89
O 0.98 0.42 6.04
H 3.30 -0.15 5.41
H 1.80 -2.20 4.25
H 2.10 -1.85 6.07
H -0.12 -0.80 4.78
H 1.07 0.26 4.02
H 0.08 0.62 6.31
O 2.31 3.86 0.34
C 2.28 4.50 1.69
C 1.00 5.25 2.05
O -0.06 4.33 1.97
H 1.59 3.22 0.31
H 2.56 3.80 2.47
H 3.17 5.09 1.89
H 0.80 6.16 1.47
H 1.17 5.47 3.10
H -0.10 3.79 2.77
O -3.53 1.78 -3.00
C -4.62 2.55 -2.41
C -4.04 3.38 -1.23
O -3.09 2.73 -0.37
H -3.12 1.26 -2.31
H -5.09 3.28 -3.07
H -5.44 1.94 -2.06
H -4.78 4.03 -0.75
H -3.32 4.11 -1.62
H -2.41 3.33 -0.06
O 4.24 2.81 -1.67
C 3.97 1.46 -1.96
C 2.74 1.12 -2.87
O 1.55 1.77 -2.41
H 3.60 3.10 -1.02
H 4.88 1.29 -2.55
H 4.05 0.74 -1.15
H 2.68 0.04 -2.95
H 3.01 1.44 -3.88
H 0.91 1.68 -3.11
O 1.33 6.41 -2.90
C 0.57 6.37 -1.69
C -0.55 5.30 -1.73
O -1.10 5.28 -0.44
H 1.34 7.28 -3.31
H 1.38 6.18 -0.98
H 0.09 7.32 -1.46
H -0.16 4.31 -1.97
H -1.24 5.59 -2.53
H -0.48 4.73 0.04